6
Properties=species:S:1:pos:R:3:mulliken_charge:R:1 method="wB97M-V/def2-TZVPD" e_homo_ev="-8.897 / -8.893" e_above_lowest_kj_mol=239.2 fmax_ev_per_a=3.2 total_energy_ev=-37184.109 charge=0
P -0.073 0.704 -1.725 0.0085
P 0.061 -1.315 -1.278 0.0167
P -0.142 1.173 0.411 -0.0604
P 0.567 -0.866 0.804 -0.0544
H 1.094 1.830 0.477 0.0895
H -1.506 -1.526 1.312 0.0000



14
Properties=species:S:1:pos:R:3:mulliken_charge:R:1 method="wB97M-V/def2-TZVPD" e_homo_ev=-8.608 e_above_lowest_kj_mol=463.0 fmax_ev_per_a=0.3 total_energy_ev=-7357.457 charge=0
O 0.886 -1.378 -1.271 -0.5464
C 0.555 -0.904 0.003 -0.2865
C 1.041 0.502 0.445 -0.6623
C -0.427 0.918 0.683 -0.1518
C -1.285 1.106 -0.491 -0.6333
C -0.905 -0.487 0.270 -0.1265
H 0.675 -0.685 -1.911 0.3856
H 0.864 -1.684 0.703 0.3917
H 1.559 1.088 -0.322 0.2717
H 1.663 0.468 1.344 0.2931
H -0.746 1.333 1.638 0.3553
H -0.654 1.044 -1.400 0.1320
H -1.649 -0.294 -0.629 0.1587
H -1.576 -1.026 0.938 0.4186



11
Properties=species:S:1:pos:R:3:mulliken_charge:R:1 method="wB97M-V/def2-TZVPD" e_homo_ev=-8.896 e_above_lowest_kj_mol=458.3 smiles=C#Cc1ccn[nH]1 fmax_ev_per_a=2.3 total_energy_ev=-8224.743 charge=0
C -1.960 1.184 -1.624 0.2834
C -1.061 0.746 -0.961 -0.3461
C -0.097 0.126 -0.107 -0.1116
C 0.223 0.533 1.211 -0.4690
C 1.033 -0.600 1.618 -0.1558
N 1.212 -1.500 0.676 -0.7126
N 0.538 -1.028 -0.392 0.2370
H -2.765 1.556 -2.224 0.4158
H 0.772 1.269 0.474 0.1694
H 1.425 -0.823 2.608 0.4379
H 0.672 -1.460 -1.292 0.2516



63
Properties=species:S:1:pos:R:3:mulliken_spin:R:1 method="wB97M-V/def2-TZVPD" e_homo_ev="-6.485 / -7.650" e_above_lowest_kj_mol=0.0 fmax_ev_per_a=2.1 multiplicity=3 s_squared=2.03 total_energy_ev=-106324.437 charge=0
P -1.276 2.052 0.366 0.4343
P 1.422 -1.128 0.391 0.2782
C -1.245 0.221 -0.700 -0.0228
C -0.381 -1.053 -0.442 -0.0010
H -1.123 0.574 -1.720 0.0017
H -2.293 -0.016 -0.509 -0.0033
H -0.945 -1.793 0.155 0.0030
H -0.093 -1.524 -1.396 0.0402
C 2.552 -1.627 -0.938 0.0258
H 3.523 -1.865 -0.487 -0.0027
H 2.680 -0.801 -1.640 0.0016
H 2.132 -2.500 -1.447 0.0117
C 1.405 -2.547 1.509 0.0072
H 1.716 -3.451 0.980 -0.0001
H 0.391 -2.680 1.897 0.0016
H 2.095 -2.323 2.328 0.0149
C -1.310 3.359 -0.889 0.0035
H -0.985 4.280 -0.385 0.0156
H -2.310 3.484 -1.313 0.0039
H -0.584 3.116 -1.676 0.0020
C -2.901 2.016 1.158 0.0269
H -3.120 0.992 1.494 0.0063
H -3.689 2.378 0.484 0.0029
H -2.822 2.673 2.040 0.0137
Ni 0.241 0.641 0.338 0.7644
C -2.542 -1.603 -2.375 -0.0059
C -1.545 -1.251 -3.225 0.0066
C -1.751 -0.490 -4.489 0.0027
C -2.774 0.671 -4.396 0.0017
C -2.822 1.358 -3.072 0.0080
C -3.702 1.059 -2.102 0.0013
C -4.621 -0.128 -2.118 -0.0045
C -3.992 -1.423 -2.671 -0.0017
C 1.183 1.563 1.745 0.4051
H -2.345 -2.210 -1.485 0.0001
H -0.556 -1.705 -3.147 0.0021
H -2.070 -1.184 -5.284 0.0001
H -0.785 -0.082 -4.826 -0.0003
H -2.488 1.425 -5.143 -0.0001
H -3.773 0.326 -4.689 -0.0001
H -2.211 2.262 -3.014 -0.0025
H -3.968 1.806 -1.346 -0.0010
H -5.522 0.112 -2.710 0.0003
H -4.988 -0.314 -1.096 0.0024
H -4.521 -2.268 -2.208 -0.0001
H -4.182 -1.507 -3.748 -0.0002
H 1.138 0.988 2.682 -0.0139
H 0.731 2.559 1.895 -0.0226
H 2.238 1.638 1.452 0.0104
F 4.949 -2.365 2.600 -0.0012
C 5.367 -1.186 3.128 -0.0047
F 6.237 -1.476 4.141 -0.0001
F 6.053 -0.529 2.155 -0.0005
C 4.098 -0.292 3.600 0.0122
O 3.197 -0.294 2.687 -0.0299
C 3.536 -0.888 5.002 -0.0003
F 4.388 -0.676 6.052 0.0003
F 2.347 -0.309 5.302 0.0008
F 3.325 -2.231 4.916 -0.0002
C 4.695 1.202 3.967 0.0037
F 5.906 1.143 4.608 -0.0001
F 4.857 1.939 2.843 0.0010
F 3.833 1.882 4.775 0.0015



12
Properties=species:S:1:pos:R:3:mulliken_charge:R:1 method="wB97M-V/def2-TZVPD" e_homo_ev=-8.538 e_above_lowest_kj_mol=91.7 fmax_ev_per_a=3.6 total_energy_ev=-6657.006 charge=0
C 1.075 1.412 0.803 -0.7390
N 0.668 0.146 0.143 -0.2497
C -0.542 -0.335 -0.221 0.5612
N -0.536 -1.601 -0.931 -0.5526
N -1.672 0.363 -0.159 -0.6904
H 1.886 1.062 1.436 0.3139
H 0.172 1.700 1.547 0.2625
H 1.362 2.203 0.068 0.2463
H 1.391 -0.343 -0.289 0.2126
H -0.026 -2.367 -0.505 0.2222
H -1.500 -1.968 -1.287 0.2391
H -2.278 -0.272 -0.605 0.1739



67
Properties=species:S:1:pos:R:3:mulliken_charge:R:1 method="wB97M-V/def2-TZVPD" e_homo_ev=-5.564 fmax_ev_per_a=0.7 total_energy_ev=-71658.518 charge=-1
Mg 0.034 -0.063 1.052 1.7995
O -1.992 3.660 -0.633 -0.8470
C -1.667 2.658 0.013 -0.1657
O -2.040 1.461 -0.103 -0.4600
C -0.693 2.917 1.188 0.1934
C -0.300 4.185 1.580 -0.7708
C 0.474 4.315 2.728 -0.2977
C 0.783 3.196 3.491 -0.9591
C 0.357 1.962 3.029 0.6101
N -0.310 1.850 1.881 0.6587
C 0.449 0.657 3.855 0.0678
O 0.756 0.778 5.035 -0.8112
O 0.064 -0.383 3.231 -0.6797
H -0.616 5.027 0.983 0.5506
H 0.807 5.296 3.048 0.4188
H 1.317 3.246 4.429 0.5217
N -4.340 -2.103 2.488 -0.0867
C -3.623 -2.701 1.290 -0.8139
C -2.885 -1.584 0.580 -0.9189
N -1.979 -0.915 1.497 1.2517
C -2.706 -0.288 2.591 -0.8183
C -3.404 -1.347 3.413 -0.9057
H -4.848 -2.824 2.997 0.3381
H -5.026 -1.431 2.137 0.3910
H -4.383 -3.191 0.681 0.3800
H -2.910 -3.429 1.674 0.4428
H -3.578 -0.837 0.178 0.4597
H -2.320 -2.001 -0.248 -0.0141
H -1.337 -1.630 1.864 0.5451
H -3.415 0.428 2.162 0.4599
H -2.009 0.247 3.228 0.0307
H -4.009 -0.961 4.233 0.3755
H -2.678 -2.068 3.789 0.4230
Cl 6.830 1.569 -2.963 -0.2644
C 5.775 0.922 -1.715 0.4816
C 6.083 -0.296 -1.134 -0.6129
C 5.244 -0.799 -0.150 -0.3973
C 4.098 -0.111 0.232 0.2797
C 3.814 1.110 -0.369 0.1965
C 4.655 1.641 -1.338 -0.9007
C 3.167 -0.697 1.282 -0.1285
O 3.648 -1.429 2.137 -0.7419
O 1.949 -0.363 1.127 -0.8166
H 6.967 -0.835 -1.448 0.4028
H 5.465 -1.737 0.343 0.4390
H 2.916 1.637 -0.078 0.3036
H 4.444 2.597 -1.799 0.4302
N 0.615 0.967 -0.962 -0.3878
C 0.271 0.546 -1.976 0.1735
N -0.129 0.032 -3.122 0.0383
C -1.552 -0.260 -3.281 -0.1475
C -1.870 -0.163 -4.757 -0.7979
O -1.026 -1.015 -5.523 -0.3969
C 0.343 -0.676 -5.359 -0.6432
C 0.769 -0.806 -3.911 -0.5189
H -2.118 0.471 -2.700 0.3699
H -1.761 -1.268 -2.905 0.1054
H -1.751 0.875 -5.091 0.4016
H -2.892 -0.486 -4.952 0.3392
H 0.512 0.353 -5.701 0.3572
H 0.910 -1.360 -5.989 0.3482
H 1.795 -0.472 -3.765 0.4941
H 0.687 -1.848 -3.584 0.2273
O -0.507 -3.445 1.074 -0.6739
N 0.066 -3.076 0.024 0.9352
O 0.674 -3.849 -0.679 -0.7084
O -0.061 -1.859 -0.330 -0.5559



111
Properties=species:S:1:pos:R:3:mulliken_spin:R:1 method="wB97M-V/def2-TZVPD" e_homo_ev=-7.905 fmax_ev_per_a=3.5 multiplicity=3 s_squared=2.01 total_energy_ev=-77283.938 charge=0
C 5.655 -4.503 -4.472 0.0000
C 5.823 -3.295 -5.471 0.0000
C 5.297 -1.904 -4.867 0.0000
C 3.870 -1.653 -5.483 0.0000
C 3.406 -0.152 -5.512 0.0000
C 2.079 0.093 -6.379 0.0000
C 0.950 -0.943 -6.069 0.0000
C 1.004 -2.252 -6.772 0.0000
C 0.037 -3.282 -6.506 0.0000
C -1.051 -3.051 -5.522 0.0001
C -1.186 -1.780 -4.838 0.0000
P -2.574 -1.482 -3.631 0.0000
S -1.886 -1.913 -1.838 -0.0001
C -0.155 -0.734 -5.138 0.0000
C -0.278 0.649 -4.383 -0.0001
N -0.077 0.494 -2.918 0.0000
C 1.374 0.368 -2.630 0.0005
C -1.999 -4.284 -5.296 0.0000
O -3.190 -4.195 -5.150 0.0000
C -1.224 -5.649 -5.316 0.0000
C -0.213 -5.869 -6.200 0.0000
C 0.628 -7.202 -6.206 0.0000
C -0.188 -8.477 -5.814 0.0000
O 0.380 -9.360 -5.232 0.0000
O -1.544 -8.581 -6.130 0.0000
C 0.102 -4.692 -7.194 0.0000
O 0.329 -4.844 -8.364 0.0000
H 5.858 -5.439 -5.075 0.0000
H 6.431 -4.492 -3.664 0.0000
H 4.610 -4.623 -4.086 0.0000
H 6.890 -3.222 -5.824 0.0000
H 5.234 -3.573 -6.393 0.0000
H 6.040 -1.092 -5.051 0.0000
H 5.139 -2.112 -3.771 0.0000
H 3.729 -2.071 -6.517 0.0000
H 3.136 -2.210 -4.826 0.0000
H 4.228 0.434 -6.014 0.0000
H 3.251 0.258 -4.477 0.0000
H 1.762 1.153 -6.210 0.0000
H 2.396 -0.026 -7.446 0.0000
H 1.858 -2.385 -7.478 0.0000
H -3.686 -2.342 -3.835 0.0000
H -3.050 -0.132 -3.706 0.0000
H 0.483 1.389 -4.746 0.0000
H -1.302 1.073 -4.537 0.0000
H -0.330 1.415 -2.534 0.0000
H 1.995 1.196 -3.066 0.0001
H 1.706 -0.621 -3.037 0.0000
H 1.491 0.327 -1.513 0.0002
H -1.475 -6.433 -4.568 0.0000
H 1.228 -7.318 -7.146 0.0000
H 1.384 -7.054 -5.381 0.0000
H -2.007 -8.541 -5.273 0.0000
C -0.302 -0.954 5.493 0.0141
C -0.254 -0.140 4.173 0.0510
C -1.526 -0.397 3.347 0.0250
C -1.548 -1.756 2.652 -0.0205
C -0.272 -1.974 1.847 0.0261
C 1.002 -1.774 2.680 0.0280
N 0.997 -0.483 3.430 0.3159
O 1.233 0.492 2.560 0.5899
C 1.168 -2.959 3.657 0.0145
C 2.224 -1.898 1.751 -0.0104
C -0.279 1.329 4.636 -0.0089
H 0.700 -1.200 5.848 -0.0111
H -0.779 -0.390 6.297 0.0009
H -0.873 -1.879 5.400 0.0003
H -1.628 0.379 2.579 0.0016
H -2.409 -0.307 3.987 -0.0013
H -1.683 -2.559 3.383 0.0001
H -2.412 -1.808 1.984 0.0015
H -0.286 -2.981 1.419 -0.0004
H -0.275 -1.285 0.996 -0.0028
H 2.022 -2.804 4.322 -0.0089
H 1.347 -3.887 3.109 0.0004
H 0.290 -3.149 4.271 0.0018
H 2.196 -1.190 0.921 0.0018
H 2.270 -2.895 1.307 0.0003
H 3.155 -1.737 2.303 -0.0006
H 0.609 1.576 5.223 -0.0029
H -1.153 1.520 5.263 -0.0070
H -0.346 2.031 3.803 0.0028
C -3.137 6.834 7.844 0.0139
C -1.962 6.226 7.035 0.0312
C -1.282 7.319 6.190 0.0176
C -2.080 7.732 4.957 -0.0179
C -2.473 6.512 4.131 0.0179
C -3.201 5.441 4.957 0.0308
N -2.470 5.089 6.209 0.3201
O -1.430 4.336 5.872 0.6010
C -4.627 5.934 5.291 0.0110
C -3.444 4.209 4.064 -0.0255
C -0.959 5.769 8.111 0.0006
H -3.912 6.090 8.043 -0.0109
H -2.809 7.198 8.820 0.0009
H -3.598 7.689 7.348 0.0009
H -0.299 6.966 5.857 0.0027
H -1.093 8.201 6.808 0.0000
H -2.968 8.302 5.247 -0.0006
H -1.476 8.407 4.344 0.0020
H -3.101 6.831 3.294 0.0008
H -1.568 6.087 3.684 0.0037
H -5.142 5.229 5.949 -0.0066
H -5.225 6.026 4.382 0.0002
H -4.655 6.916 5.758 0.0012
H -2.520 3.805 3.645 0.0035
H -4.082 4.467 3.216 -0.0001
H -3.940 3.411 4.623 0.0016
H -1.384 4.983 8.740 -0.0019
H -0.689 6.605 8.761 0.0008
H -0.024 5.401 7.685 -0.0006



9
Properties=species:S:1:pos:R:3:mulliken_charge:R:1 method="wB97M-V/def2-TZVPD" e_homo_ev=-11.357 e_above_lowest_kj_mol=54.8 smiles=O.O.O fmax_ev_per_a=0.3 total_energy_ev=-6239.685 charge=0
O 0.270 -0.713 -0.540 -0.6421
H 0.296 -1.137 -1.398 0.3142
H 0.572 0.180 -0.703 0.3256
O 0.827 3.144 -2.494 -0.6313
H 0.679 3.536 -3.354 0.3171
H 0.728 3.871 -1.879 0.3178
O -0.896 -3.174 3.690 -0.6420
H -1.766 -2.826 3.881 0.3164
H -0.710 -2.881 2.798 0.3243